one.
Molecular formula: C3H6N
Method: DFT, ωB97M-V/def2-TZVPD

Results
SMILES string = C1[C@@H]2[NH2+][C@H]12
LUMO = -3.6 eV
Net charge = +1

Last column: natural (NBO) charge in e.
Positions of all 10 atoms, in Å:
C -0.46 -1.02 0.41  -0.3468
C -0.62 0.45 0.10  -0.0687
N 0.55 0.57 -0.80  -0.4958
C 0.75 0.25 0.61  -0.0362
H -0.12 -1.80 -0.32  0.2385
H -0.98 -1.51 1.19  0.2648
H -1.37 1.15 -0.03  0.2623
H 0.63 1.50 -1.17  0.4499
H 0.51 -0.14 -1.53  0.4414
H 1.11 0.56 1.53  0.2907

***

two.
Molecular formula: C3H6N
Method: DFT, ωB97M-V/def2-TZVPD

Results
LUMO (alpha / beta) = -6.5 / -6.5 eV
Net charge = +1

Last column: natural (NBO) charge in e.
Positions of all 10 atoms, in Å:
C 1.64 -0.39 0.27  -0.1199
C -1.40 -0.07 0.41  0.4439
C 0.62 0.34 -0.27  -0.5441
N -2.25 0.06 -0.38  -0.4300
H 2.11 -1.16 -0.23  0.2140
H 2.20 0.02 1.11  0.2211
H -1.36 -0.36 1.42  0.2632
H 0.25 0.12 -1.20  0.2282
H 0.54 1.40 0.22  0.2697
H -2.35 0.04 -1.35  0.4538

***

Stability, descending: one, two

***

one.
Molecular formula: CH8N5
Method: DFT, ωB97M-V/def2-TZVPD

Results
SMILES string = NNNC(N)=[NH2+]
LUMO = -3.1 eV
Net charge = +1

Last column: natural (NBO) charge in e.
Positions of all 14 atoms, in Å:
N 1.39 0.17 -1.89  -0.6650
N 1.37 0.26 -0.34  -0.3245
N 0.42 -0.63 0.15  -0.4148
C -0.67 -0.14 0.66  0.6671
N -0.73 1.17 0.95  -0.7658
N -1.59 -1.00 1.03  -0.7624
H 2.30 0.44 -2.06  0.3745
H 0.63 0.70 -2.20  0.3653
H 2.27 -0.16 0.02  0.3796
H 0.37 -1.53 -0.41  0.4089
H -0.20 1.88 0.41  0.4413
H -1.44 1.70 1.33  0.4229
H -2.50 -0.86 1.53  0.4444
H -1.62 -1.98 0.82  0.4284

***

two.
Molecular formula: CH8N5
Method: DFT, ωB97M-V/def2-TZVPD

Results
SMILES string = NNNC(N)=[NH2+]
LUMO = -3.2 eV
Net charge = +1

Last column: natural (NBO) charge in e.
Positions of all 14 atoms, in Å:
N -0.89 -1.08 1.70  -0.6811
N -1.23 -0.87 0.03  -0.3210
N 0.04 -0.71 -0.52  -0.4311
C 0.57 0.53 -0.62  0.6657
N -0.17 1.53 -0.15  -0.7689
N 1.73 0.68 -1.16  -0.7565
H -1.68 -1.57 2.18  0.3790
H -0.92 -0.08 1.97  0.3452
H -1.51 -1.81 -0.28  0.3845
H 0.51 -1.61 -0.92  0.4266
H -1.08 1.23 0.20  0.4293
H 0.05 2.42 0.24  0.4417
H 2.19 1.53 -1.47  0.4483
H 2.40 -0.19 -1.19  0.4382

***

Stability, descending: one, two

***

one.
Molecular formula: C7H18N2
Method: DFT, ωB97M-V/def2-TZVPD

Results
LUMO = 0.8 eV
Net charge = 0

Last column: natural (NBO) charge in e.
Positions of all 27 atoms, in Å:
C -0.87 -0.64 -0.81  0.0437
C -0.83 -0.75 -2.34  -0.6151
C -2.27 -0.95 -0.26  -0.6087
N -0.49 0.74 -0.40  -0.8250
C 0.13 -1.58 -0.16  0.1328
N 0.32 -2.74 -0.62  -0.6117
H -0.35 0.88 0.72  0.4707
H -1.11 1.45 -0.79  0.4025
H 0.97 -3.27 -0.04  0.3473
H 0.61 -1.20 0.75  0.1849
H -1.07 -1.76 -2.64  0.2431
H -1.57 -0.07 -2.78  0.2055
H 0.16 -0.49 -2.72  0.2222
H -2.54 -1.97 -0.53  0.2318
H -3.01 -0.27 -0.68  0.2101
H -2.29 -0.86 0.83  0.2249
C 2.14 1.28 1.16  -0.2301
C 0.07 1.21 2.28  -1.0973
C 2.24 1.20 -0.22  -0.7575
H 2.42 0.43 1.77  0.1901
H 2.20 2.23 1.66  0.1979
H 2.38 2.11 -0.79  0.2099
H -0.66 0.40 2.43  0.1783
H 0.67 1.21 3.19  0.2096
H -0.46 2.17 2.29  0.1896
H 2.62 0.29 -0.67  0.2072
H 0.58 0.96 -0.63  0.4435

***

two.
Molecular formula: C7H18N2
Method: DFT, ωB97M-V/def2-TZVPD

Results
SMILES string = CC(C)(N)C(C)(C)CN
LUMO = 0.8 eV
Net charge = 0

Last column: natural (NBO) charge in e.
Positions of all 27 atoms, in Å:
C 0.73 1.96 -0.36  -0.6305
C -0.43 0.99 -0.05  0.1366
C -1.51 1.21 -1.13  -0.6199
N -1.02 1.45 1.23  -0.8511
C 0.04 -0.54 0.06  -0.0462
C 0.12 -1.20 -1.34  -0.6245
C -1.00 -1.37 0.88  -0.6190
C 1.44 -0.65 0.75  -0.2217
N 1.98 -2.00 0.93  -0.8232
H 1.44 2.02 0.46  0.2069
H 1.27 1.66 -1.26  0.2028
H 0.36 2.98 -0.53  0.2082
H -1.10 1.05 -2.14  0.2109
H -1.89 2.24 -1.12  0.2080
H -2.37 0.54 -1.00  0.2154
H -0.33 1.44 1.97  0.3513
H -1.33 2.42 1.14  0.3565
H 0.81 -0.66 -2.00  0.2057
H 0.45 -2.24 -1.29  0.2070
H -0.86 -1.23 -1.83  0.2161
H -0.80 -2.44 0.81  0.1987
H -0.97 -1.10 1.94  0.2156
H -2.02 -1.21 0.52  0.2192
H 1.40 -0.17 1.74  0.1832
H 2.18 -0.11 0.16  0.1936
H 1.31 -2.59 1.42  0.3503
H 2.14 -2.44 0.03  0.3500

***

Stability, descending: two, one

***

one.
Molecular formula: H9N3Si2
Method: DFT, ωB97M-V/def2-TZVPD

Results
SMILES string = N[SiH](N)N[SiH3]
LUMO = 0.8 eV
Net charge = 0

Last column: natural (NBO) charge in e.
Positions of all 14 atoms, in Å:
N -1.45 0.73 0.95  -1.3011
Si -0.68 0.07 -0.48  1.8628
N -1.42 -1.37 -0.94  -1.2896
N 0.89 -0.40 -0.08  -1.5328
Si 2.27 0.48 0.25  1.1033
H -2.46 0.93 1.14  0.3994
H -0.94 1.47 1.33  0.3758
H -0.65 0.75 -1.77  -0.2440
H -1.67 -1.92 -0.16  0.3742
H -2.34 -1.26 -1.42  0.3872
H 0.83 -1.35 0.28  0.4115
H 1.63 1.74 -0.20  -0.1895
H 3.33 -0.22 -0.64  -0.1745
H 2.64 0.36 1.75  -0.1828

***

two.
Molecular formula: H9N3Si2
Method: DFT, ωB97M-V/def2-TZVPD

Results
LUMO (alpha / beta) = 0.6 / 0.6 eV
Net charge = 0

Last column: natural (NBO) charge in e.
Positions of all 14 atoms, in Å:
N -3.23 0.72 -0.06  -1.2853
N 2.18 1.41 -0.21  -1.2817
N 2.55 -1.12 -0.44  -1.3118
Si -2.34 -0.75 0.01  0.8336
Si 1.59 -0.08 0.54  1.2646
H -3.77 1.03 0.70  0.3909
H -3.65 1.05 -0.90  0.3930
H 1.67 1.54 -1.10  0.3925
H 2.05 2.26 0.25  0.3789
H 2.95 -2.00 -0.04  0.3879
H 3.31 -0.67 -0.88  0.3904
H -2.38 -1.65 -1.27  -0.1637
H -2.44 -1.28 1.37  -0.1873
H 1.51 -0.45 2.02  -0.2020

***

Stability, descending: one, two